Entry 1:
{
  "formula": "C48H76KN4O2P2SSbSeSi",
  "method": "the ωB97M-V functional and the def2-TZVPD basis",
  "species": ["K", "C", "Si", "C", "C", "C", "C", "C", "C", "P", "C", "C", "C", "C", "C", "C", "C", "C", "C", "C", "C", "C", "C", "C", "C", "C", "C", "C", "P", "C", "C", "C", "C", "C", "C", "C", "C", "C", "C", "C", "C", "H", "H", "H", "H", "H", "H", "H", "H", "H", "H", "H", "H", "H", "H", "H", "H", "H", "H", "H", "H", "H", "H", "H", "H", "H", "H", "H", "H", "H", "H", "H", "H", "H", "H", "H", "H", "H", "H", "H", "H", "H", "H", "H", "H", "H", "H", "H", "H", "H", "H", "H", "H", "H", "H", "H", "Se", "C", "C", "C", "N", "C", "C", "H", "H", "H", "H", "O", "N", "O", "C", "N", "C", "S", "N", "C", "H", "H", "H", "H", "H", "H", "H", "H", "C", "Sb", "C", "C", "H", "H", "H", "H", "H", "H", "H", "H", "H"],
  "coordinates": [[0.548, 0.282, 0.714], [-0.690, 4.384, -1.476], [-1.260, 2.578, -1.054], [-1.766, 2.095, -2.897], [-2.715, 2.910, -3.539], [-3.040, 2.784, -4.877], [-2.393, 1.824, -5.647], [-1.468, 0.994, -5.043], [-1.166, 1.091, -3.676], [0.006, -0.147, -2.937], [1.486, 0.185, -4.017], [1.971, 1.620, -3.689], [3.063, 1.584, -2.624], [4.330, 0.924, -3.178], [3.981, -0.232, -4.132], [2.619, -0.834, -3.787], [-0.751, -1.688, -3.678], [-2.121, -1.907, -3.028], [-2.905, -3.002, -3.762], [-1.982, -4.124, -4.272], [-0.741, -4.225, -3.391], [0.116, -2.956, -3.518], [-3.078, 2.947, -0.419], [-3.635, 4.234, -0.442], [-4.925, 4.502, -0.003], [-5.715, 3.470, 0.484], [-5.181, 2.192, 0.555], [-3.881, 1.924, 0.126], [-3.089, 0.286, 0.410], [-2.514, 0.563, 2.180], [-3.260, 1.534, 3.107], [-4.430, 0.905, 3.854], [-3.945, -0.287, 4.674], [-3.303, -1.321, 3.754], [-2.147, -0.718, 2.952], [-4.554, -0.879, 0.431], [-5.358, -0.735, -0.868], [-6.529, -1.717, -0.906], [-6.064, -3.162, -0.747], [-5.200, -3.328, 0.500], [-4.045, -2.328, 0.498], [-1.342, 4.949, -2.153], [0.295, 4.329, -1.948], [-0.569, 4.958, -0.552], [-3.214, 3.681, -2.961], [-3.782, 3.438, -5.323], [-2.610, 1.721, -6.705], [-0.971, 0.252, -5.656], [1.183, 0.148, -5.069], [1.134, 2.244, -3.366], [2.371, 2.089, -4.595], [2.702, 1.013, -1.762], [3.282, 2.589, -2.257], [4.931, 0.545, -2.350], [4.929, 1.670, -3.710], [4.750, -1.005, -4.076], [3.961, 0.123, -5.169], [2.647, -1.164, -2.744], [2.444, -1.726, -4.391], [-0.915, -1.524, -4.748], [-2.695, -0.978, -3.016], [-1.962, -2.181, -1.982], [-3.452, -2.562, -4.602], [-3.658, -3.421, -3.087], [-1.667, -3.911, -5.300], [-2.522, -5.075, -4.305], [-0.143, -5.102, -3.655], [-1.053, -4.355, -2.350], [0.764, -3.056, -4.392], [0.767, -2.871, -2.645], [-3.043, 5.059, -0.821], [-5.312, 5.514, -0.044], [-6.726, 3.659, 0.828], [-5.787, 1.399, 0.980], [-1.568, 1.076, 1.978], [-3.573, 2.425, 2.563], [-2.527, 1.863, 3.854], [-5.203, 0.574, 3.150], [-4.897, 1.652, 4.504], [-4.771, -0.739, 5.233], [-3.205, 0.059, 5.403], [-4.087, -1.716, 3.099], [-2.921, -2.165, 4.337], [-1.709, -1.467, 2.281], [-1.355, -0.447, 3.657], [-5.223, -0.698, 1.282], [-4.687, -0.931, -1.713], [-5.723, 0.284, -0.996], [-7.083, -1.604, -1.843], [-7.226, -1.471, -0.096], [-5.472, -3.443, -1.625], [-6.923, -3.839, -0.713], [-4.820, -4.354, 0.554], [-5.812, -3.169, 1.396], [-3.405, -2.503, -0.375], [-3.409, -2.474, 1.371], [4.091, -1.406, -0.159], [4.961, -2.994, 0.333], [4.786, -4.193, -0.381], [5.422, -5.350, 0.029], [6.230, -5.442, 1.090], [6.400, -4.303, 1.768], [5.813, -3.093, 1.445], [4.147, -4.204, -1.255], [5.276, -6.270, -0.534], [7.049, -4.365, 2.638], [6.000, -2.222, 2.058], [0.006, 0.965, 5.076], [0.545, 1.574, 4.145], [0.758, 0.877, 3.112], [-1.879, -6.036, 1.818], [-1.774, -5.013, 0.783], [-0.555, -4.571, 0.335], [-0.243, -2.972, 0.043], [0.397, -5.518, 0.146], [0.132, -6.893, -0.231], [-2.787, -5.848, 2.389], [-1.028, -5.997, 2.502], [-1.946, -7.041, 1.400], [-2.404, -4.232, 0.899], [1.288, -5.124, -0.118], [-0.845, -6.971, -0.710], [0.164, -7.574, 0.623], [0.890, -7.211, -0.946], [0.490, -2.531, 4.539], [1.777, -2.096, 2.853], [3.374, -1.336, 4.073], [2.483, -4.140, 2.763], [1.044, -3.071, 5.310], [-0.359, -3.140, 4.217], [0.126, -1.583, 4.937], [3.725, -2.087, 4.783], [2.981, -0.471, 4.607], [4.191, -1.022, 3.425], [2.839, -4.464, 3.743], [3.291, -4.234, 2.039], [1.657, -4.785, 2.455]],
  "e_homo_ha": -0.0539,
  "orbital_gap_ev": 5.06,
  "charge": -2
}

---

Entry 2:
{
  "formula": "C3H8N4O2",
  "method": "the ωB97M-V functional and the def2-TZVPD basis",
  "species": ["C", "C", "C", "N", "N", "N", "N", "O", "O", "H", "H", "H", "H", "H", "H", "H", "H"],
  "coordinates": [[1.167, 1.634, -0.667], [1.812, 0.812, 0.318], [-0.146, -0.140, 1.387], [-1.530, 0.174, -0.581], [-1.204, 0.568, 0.580], [-1.742, -0.908, -1.152], [1.099, -0.381, 0.759], [-1.700, -2.215, -0.516], [-2.259, -0.973, -2.315], [0.888, 2.638, -0.451], [0.639, 1.195, -1.495], [2.893, 0.607, -0.117], [2.001, 1.387, 1.338], [-0.048, 0.588, 2.250], [-0.716, -1.135, 1.719], [1.121, -1.113, 0.086], [-2.274, -2.737, -1.145]],
  "e_homo_ha": [-0.3041, -0.3334],
  "orbital_gap_ev": [6.95, 9.28],
  "charge": 0
}

---

Entry 3:
{
  "formula": "C5H6F3NO3",
  "method": "the ωB97M-V functional and the def2-TZVPD basis",
  "species": ["C", "C", "C", "C", "C", "N", "O", "O", "O", "F", "F", "F", "H", "H", "H", "H", "H", "H"],
  "coordinates": [[-1.463, 0.732, -1.862], [0.914, 0.876, -0.943], [-0.343, -0.010, -1.088], [0.240, 0.283, 1.135], [1.186, -1.323, 1.909], [-0.762, -0.221, 0.292], [-2.513, 1.052, -1.120], [-1.366, 0.994, -3.023], [1.072, 1.091, 0.456], [1.403, -1.153, 3.212], [0.369, -2.382, 1.737], [2.338, -1.577, 1.285], [1.811, 0.399, -1.343], [0.784, 1.852, -1.417], [-0.113, -0.935, -1.627], [-0.089, 0.710, 2.079], [-2.372, 0.762, -0.196], [-1.096, -1.151, 0.513]],
  "e_homo_ha": -0.3501,
  "orbital_gap_ev": 9.95,
  "charge": 0
}

---

| no. | DFT total energy (eV) |
| --- | --- |
| 1 | -186565.96556 |
| 2 | -13286.94435 |
| 3 | -21066.54111 |